No. 1
Here is C12H26CeNO5P2S as an isolated structure at a distorted geometry from the OMol25 dataset. Energies are from ωB97M-V/def2-TZVPD.

The geometry in XYZ format:
```
48
Properties=species:S:1:pos:R:3:forces:R:3:lowdin_charge:R:1
C 2.6999 1.1125 -1.1656 -0.290 0.143 0.363 -0.31
H 0.6808 1.2734 5.5449 0.020 0.052 -0.238 0.11
H -2.5163 -0.1450 1.6694 -0.128 0.002 -0.216 0.06
H 3.6227 1.3288 -1.7222 -0.259 0.219 0.208 0.13
C 1.6808 1.8115 -3.3512 0.596 -0.350 0.661 0.04
H -3.2868 -1.7799 -0.9932 0.086 -0.457 -0.190 0.10
C 0.5956 1.9329 -4.2019 -0.281 0.054 -0.137 0.05
C -4.7130 -0.1994 -1.2022 0.303 0.938 -0.322 -0.20
H 0.7133 2.3548 -5.1989 -0.051 -0.060 0.207 0.15
H -2.5249 1.4098 0.8022 -0.050 -0.116 -0.159 0.08
H -2.1812 -4.3595 -4.2468 -1.403 -0.221 0.501 0.00
H -1.3792 -3.7827 -5.3857 0.051 -0.495 0.220 0.05
H -2.7856 1.5556 -2.0152 0.157 -0.399 0.050 0.14
H 2.6903 2.1265 -3.6231 -0.384 -0.079 -0.130 0.15
S 0.1746 1.8265 3.3041 -0.715 1.154 3.146 0.58
H -1.5264 1.5720 -4.3850 0.294 -0.017 0.087 0.15
Ce 0.8230 0.4659 0.7580 -2.532 0.031 0.657 1.57
H 4.9653 -1.3881 0.7023 0.073 0.217 -0.109 0.08
O 1.0674 2.2967 2.1498 -0.118 -1.493 -1.617 -0.41
O -1.3243 -4.3850 -4.6243 1.332 0.760 -0.704 -0.05
C -0.7980 0.9712 -2.4764 -0.231 0.014 0.485 -0.22
H -4.9491 0.8675 -1.3179 -0.211 -0.157 0.070 0.06
H 2.6748 1.8710 -0.3377 0.289 -0.098 -0.379 0.10
N 0.2655 0.8969 -1.6262 0.144 -0.311 0.398 -0.01
H 3.4477 -2.5902 -1.8264 0.035 0.192 -0.158 0.08
H -5.3215 -0.6348 -0.4013 0.216 0.040 -0.102 0.07
P -2.8732 -0.4456 -0.7471 -2.965 -0.371 -0.658 0.72
H 4.7759 0.3720 0.8946 0.096 -0.206 -0.112 0.07
C 1.2938 1.5132 4.6682 -0.117 0.077 -0.206 -0.06
O -0.8705 2.7312 3.6798 1.248 -1.163 -0.965 -0.17
C 3.3864 -1.5192 -2.0637 -0.705 -0.633 -0.191 -0.19
H 2.5754 -1.3740 -2.7878 0.132 -0.119 0.153 0.07
H 4.3368 -1.1958 -2.5104 -0.227 0.071 0.325 0.09
C 1.4910 1.2597 -2.0900 0.257 0.592 -0.461 -0.32
C -0.6425 1.4985 -3.7508 -0.003 -0.026 -0.291 0.04
C -2.2298 0.6003 -2.1091 0.631 0.896 1.170 -0.18
H -2.6425 0.1439 -2.9648 -0.598 -0.564 -1.221 0.09
H -4.0341 0.5703 1.0956 0.353 -0.036 -0.068 0.08
C -2.9783 0.4067 0.8429 0.268 0.116 0.705 -0.14
H -4.9376 -0.7336 -2.1332 0.106 0.125 0.161 0.06
H 1.8791 2.4204 4.8584 -0.234 -0.091 -0.112 0.11
H -1.1244 -1.9256 -1.0067 -0.324 -0.204 -0.092 0.08
O -1.4841 -1.3571 -0.3097 3.543 1.193 1.259 -0.30
P 3.0502 -0.6287 -0.5155 1.382 0.435 -0.860 0.86
C 4.7319 -0.4540 0.1723 -0.207 -0.019 0.688 -0.20
H 5.4719 -0.2953 -0.6245 -0.323 -0.016 0.137 0.09
H 1.9551 0.6719 4.4254 -0.215 0.217 -0.009 0.09
O -0.2854 0.4428 2.8505 0.960 0.161 -1.943 -0.42
```
Forces are in eV/Å.

## Properties
molar mass = 498.47 g mol⁻¹
HOMO energy (spin up / spin down) = -17.70 / -17.70 eV
LUMO (spin up / spin down) = -14.08 / -14.09 eV
net charge = +3
energy relative to the best compared isomer or geometry (same formula, charge and spin) = 256.3 kJ/mol
F_max = 3.94 eV/A



No. 2
Here is C12H26CoNO3P2 as an isolated structure at a distorted geometry from the OMol25 dataset. Energies are from ωB97M-V/def2-TZVPD.

The geometry in XYZ format:
```
45
Properties=species:S:1:pos:R:3:forces:R:3:lowdin_charge:R:1
P -2.5441 0.9516 -0.8850 -1.568 -0.423 -0.291 0.78
C -1.4598 -1.2085 -2.2548 1.041 0.528 0.724 -0.28
H 4.5902 -0.3321 0.7425 -0.254 0.187 0.120 0.09
C 3.6552 0.1884 1.0124 0.649 -0.260 -0.386 -0.11
H -3.3068 -1.3413 -1.1428 0.369 0.307 -0.418 0.12
H 2.9848 -0.8356 -1.8704 1.335 -0.156 -0.625 0.10
H -4.0176 0.0996 0.8227 -0.012 0.260 -0.134 0.05
O 2.2705 2.0455 -1.9354 0.806 0.324 -0.837 0.00
C 0.4779 -0.0356 2.3691 -0.101 -1.156 0.392 -0.02
C -0.0943 -2.6991 -3.5971 -1.040 0.952 0.944 0.01
H -0.5553 0.3418 2.3302 0.418 -0.169 0.237 0.10
H -3.4316 -0.4548 -2.6820 0.137 -0.268 0.099 0.11
P 2.2651 -0.7114 0.3492 -1.077 1.592 1.590 0.86
C 1.0275 -2.1627 -2.9956 0.773 0.223 -0.163 0.02
H 0.3767 3.8695 -0.2957 0.582 -0.006 -0.236 0.09
N -0.3515 -0.7040 -1.6512 0.582 -0.403 -0.229 0.04
C 0.9248 -1.1563 -2.0161 -1.623 0.579 0.148 -0.28
H -0.3280 2.1176 -0.3833 -0.154 1.138 -0.035 0.02
H -3.7752 1.8653 0.9465 -0.191 -0.271 -0.226 0.06
C 2.0899 -0.5582 -1.3900 -1.909 -1.951 0.397 -0.14
H 3.5993 0.2451 2.1037 -0.090 -0.109 -0.123 0.08
H 1.0967 0.5758 3.0070 0.091 0.232 0.173 0.10
H -3.7841 2.0415 -2.6677 0.244 0.070 0.190 0.06
C -2.8222 2.2136 -2.1628 -0.051 0.173 0.045 -0.23
H -2.0136 2.1758 -2.9065 -0.188 0.083 0.268 0.06
H 1.2126 2.7862 -1.3055 0.157 0.676 0.394 -0.03
H -4.8985 1.2060 -0.2916 0.126 -0.052 0.250 0.06
H 2.0406 -2.4825 -3.2431 -0.366 -0.121 -0.209 0.14
H -2.8327 3.2045 -1.6845 0.062 -0.269 -0.256 0.06
C -3.9584 1.0334 0.2481 -0.280 0.237 -0.083 -0.24
H 0.5026 -1.0994 2.7092 -0.212 0.905 -0.199 0.11
Co -0.5691 0.6906 -0.1399 0.463 -2.084 0.218 0.33
H 1.3462 -2.9033 0.4004 0.059 0.114 0.035 0.09
H 2.0888 -2.4688 1.9695 0.140 0.051 -0.243 0.08
H 2.1123 1.1075 -1.7291 -0.064 0.007 -0.228 -0.03
H 2.1993 2.1433 -2.9014 0.157 -0.020 0.286 0.12
O 0.9559 0.0437 1.0003 1.114 -0.830 -0.603 -0.44
H -2.2793 -2.5837 -3.6368 -0.325 -0.297 -0.382 0.13
C 2.1898 -2.3965 0.8784 0.418 -0.621 0.002 -0.12
H -0.0135 -3.4485 -4.3396 0.125 -0.650 -0.566 0.12
O 0.3558 3.1801 -0.9742 -0.781 1.669 -0.356 -0.08
H 3.1221 -2.9041 0.5728 -0.326 0.119 0.157 0.10
C -1.3703 -2.2144 -3.2172 1.539 -0.048 0.014 0.06
C -2.7755 -0.6319 -1.8182 -0.614 -0.010 0.111 -0.25
H 3.6981 1.2047 0.5979 -0.163 -0.250 0.035 0.08
```
Forces are in eV/Å.

## Properties
molar mass = 353.23 g mol⁻¹
HOMO energy (spin up / spin down) = -11.17 / -14.59 eV
LUMO (spin up / spin down) = -6.21 / -9.64 eV
net charge = +2
F_max = 2.76 eV/A
multiplicity = 5



No. 3
Here is one molecule with the formula C12H26N2O3 from the OMol25 dataset. Energies are from ωB97M-V/def2-TZVPD.

The geometry in XYZ format:
```
43
Properties=species:S:1:pos:R:3:forces:R:3:lowdin_charge:R:1
H 0.8634 1.7531 0.9091 0.040 0.079 0.048 0.12
H 0.0578 -1.0772 -5.2528 -0.024 -0.139 0.017 0.07
C -0.0005 0.3173 3.0997 0.182 0.069 -0.012 -0.16
C 0.0795 1.8565 -1.7302 0.065 -0.281 0.222 -0.17
C 0.9501 0.8875 -5.1698 -0.130 -0.120 0.385 -0.23
H 2.0164 1.5375 -3.3964 -0.070 -0.071 0.017 0.12
N -2.3154 -3.0295 1.1119 -0.073 0.068 -0.029 0.04
H 0.9500 2.5072 -1.5465 -0.090 -0.006 0.018 0.13
H 1.7480 -1.8302 3.7891 -0.095 -0.138 0.015 0.06
O -0.7880 -0.3401 -1.1324 -0.214 -0.145 -0.232 -0.01
H -0.3147 -0.0553 -6.6455 -0.073 -0.061 -0.089 0.07
H -0.1861 -0.5703 3.7080 -0.083 -0.005 0.054 0.11
O -2.4105 -0.2993 1.3448 -0.266 0.287 0.018 0.06
C 0.0272 1.0976 0.6686 0.130 -0.426 -0.288 -0.10
H 3.4738 -1.6773 4.1019 0.042 -0.114 0.037 0.07
C 0.1650 0.6358 -0.7895 0.207 0.659 -0.065 -0.36
H 1.8924 0.5671 -5.6186 0.040 0.059 -0.008 0.11
H -0.3104 -2.6527 1.2614 -0.127 0.194 0.110 0.14
H 2.3100 -0.9785 5.2277 -0.042 -0.039 0.138 0.08
H -2.5239 -3.0878 0.1119 0.072 0.219 0.246 0.09
C 1.1269 0.9404 -3.6556 0.189 0.079 -0.198 -0.24
C 2.5165 -1.1661 4.1763 0.098 0.172 -0.197 -0.11
C 2.5563 0.1453 3.4005 -0.130 0.068 0.188 -0.27
H -0.8339 2.4169 -1.5068 0.082 0.007 0.114 0.14
H 1.4261 1.9334 3.0449 -0.022 0.087 0.065 0.10
N -1.2025 -2.1868 1.3092 -0.118 -0.523 -0.100 -0.01
H -1.6613 0.0723 -1.1252 -0.024 -0.072 0.034 0.11
H -3.1103 -2.5608 1.5482 0.217 -0.107 -0.096 0.08
H 1.2647 -0.0766 -3.2635 0.020 0.046 0.011 0.12
O -0.0228 1.5362 -3.0899 -0.052 0.003 -0.221 -0.14
H 3.4052 0.7365 3.7526 0.036 -0.002 -0.102 0.11
H 0.8236 -0.7664 1.4119 0.044 -0.058 -0.015 0.13
H 2.7251 -0.0603 2.3418 0.090 0.035 -0.069 0.10
H 1.1716 1.2236 4.6325 0.017 0.094 0.019 0.11
C -0.1726 -0.0618 -5.5675 0.141 0.183 -0.005 -0.10
H -0.9034 1.6581 0.7862 0.008 0.070 0.040 0.13
C -1.3223 -0.8447 1.3828 0.403 -0.354 0.017 -0.51
H 1.1316 0.1347 -0.9201 -0.037 0.077 0.037 0.15
H -1.0972 0.2461 -5.0881 -0.144 -0.038 0.003 0.07
H -0.8334 1.0038 3.2660 -0.071 -0.075 0.013 0.13
C 1.2909 0.9873 3.5724 0.024 -0.139 -0.155 -0.21
H 0.7223 1.8934 -5.5255 0.109 0.058 -0.018 0.11
C -0.0157 -0.0989 1.6215 -0.371 0.303 0.033 -0.24
```
Forces are in eV/Å.

## Properties
molar mass = 246.35 g mol⁻¹
HOMO energy = -9.25 eV
LUMO = 0.79 eV
structure (SMILES) = CCCC[C@H](C[C@@H](O)COCCC)C(=O)NN
energy relative to the best compared isomer or geometry (same formula, charge and spin) = 10.4 kJ/mol
F_max = 0.69 eV/A



No. 4
Here is C12H26N4OP2Sm as an isolated structure at a distorted geometry from the OMol25 dataset. Energies are from ωB97M-V/def2-TZVPD.

The geometry in XYZ format:
```
46
Properties=species:S:1:pos:R:3:forces:R:3:lowdin_charge:R:1
H 4.1341 -1.2800 5.1033 -0.058 0.060 -0.251 0.10
C -2.2073 -1.4468 -1.2040 -1.245 -0.756 -0.019 -0.34
H -3.7374 0.5170 1.4160 0.751 -0.064 0.376 -0.05
H 2.9483 0.1601 -3.0787 -0.410 0.070 0.333 0.14
H 2.0386 -2.1655 -2.4474 -0.073 0.522 0.051 0.13
H 2.6450 -0.7868 6.3539 -0.339 0.153 -0.221 0.10
H -1.1962 2.8387 -3.2719 0.350 -0.376 -0.520 0.13
H -1.9074 1.2920 -3.8763 0.137 0.455 0.210 0.11
H 0.4602 -3.0948 -1.1402 -0.263 -0.147 -0.281 0.12
H -2.5737 -2.1610 -1.9630 0.546 -0.397 0.568 0.14
N 0.9770 0.0386 2.3302 1.220 -0.489 1.929 -0.01
H -3.8491 2.8570 -1.7733 -0.539 -0.097 -0.040 0.13
C -1.3230 1.7577 -3.0697 0.078 0.177 -0.409 0.02
C 3.7038 -1.1058 4.1173 0.484 -0.192 -0.692 0.00
H -4.1296 1.1600 -1.2369 0.504 0.436 0.219 0.09
H 3.5323 2.3193 -2.3287 -0.175 -0.146 0.289 0.08
H -2.1509 -0.5824 -1.7564 -1.424 2.512 -1.650 0.04
C 2.3915 0.5322 -2.1987 1.069 0.607 -0.699 -0.27
H 3.6734 -2.0473 3.5620 -0.070 0.043 0.184 0.10
H 3.2699 2.8115 0.3558 -0.856 0.080 -0.077 -0.03
C 1.1465 -1.5106 -2.4072 0.312 -0.025 -0.012 -0.19
C -0.0073 -2.3099 -1.7530 0.496 0.280 -0.042 -0.22
C -3.5849 1.8047 -1.9376 -0.431 0.377 -0.335 0.02
P -2.6005 -0.3598 1.3778 -1.678 -0.442 0.268 0.81
N 1.4296 -0.2354 -1.6801 -0.321 -0.999 -0.454 -0.17
H -0.3558 1.2164 -3.0196 -0.460 0.663 0.410 0.08
H 1.4905 0.5138 5.9229 0.209 -0.214 -0.059 0.11
C 1.6180 -0.2305 3.2830 -0.231 -0.018 -0.671 -0.20
C -3.2533 -1.3297 -0.0723 0.731 -0.222 -0.198 -0.41
C 1.8340 -0.4983 5.6771 -0.742 0.204 0.447 0.01
H -0.5743 -2.7689 -2.5938 0.127 0.103 0.808 0.13
H 4.3336 -0.4106 3.5592 -0.032 0.021 0.163 0.10
P 2.0181 2.5287 -0.3128 1.056 0.991 -0.029 0.80
Sm 0.0684 0.2982 0.1986 -0.629 0.344 0.073 1.40
N 2.3564 -0.5522 4.3002 -0.321 0.113 0.025 -0.16
O -1.5418 1.7701 -0.6877 -0.729 0.339 -1.652 -0.19
H -3.4710 -2.3379 0.2970 -0.171 0.245 -0.139 0.08
H 0.8890 -1.3387 -3.4778 0.066 0.340 0.676 0.14
N -0.8072 -1.4545 -0.8853 0.989 -1.222 0.111 -0.28
C -2.1141 1.8197 -1.8170 1.000 -2.165 1.659 -0.44
H -4.1859 -0.8386 -0.4092 0.522 -0.588 -0.020 0.08
C 2.7718 1.7949 -1.7473 -0.152 -1.518 -0.967 -0.36
H -3.0752 -1.2824 2.3653 0.426 0.593 -0.082 -0.05
H -3.8858 1.4899 -2.9429 0.054 0.386 0.197 0.11
H 0.9852 -1.1831 5.8104 0.330 0.079 -0.076 0.11
H 1.8166 3.7909 -0.9412 -0.104 -0.113 0.601 -0.04
```
Forces are in eV/Å.

## Properties
molar mass = 454.67 g mol⁻¹
HOMO energy (spin up / spin down) = -14.24 / -13.00 eV
LUMO (spin up / spin down) = -6.15 / -8.35 eV
net charge = +2
energy relative to the best compared isomer or geometry (same formula, charge and spin) = 0.0 kJ/mol
F_max = 3.33 eV/A
multiplicity = 7



No. 5
Here is a 2-piece molecular cluster, C12H26N5O5S overall at a distorted geometry from the OMol25 dataset. Energies are from ωB97M-V/def2-TZVPD.

The geometry in XYZ format:
```
49
Properties=species:S:1:pos:R:3:forces:R:3:lowdin_charge:R:1
H -4.0141 2.1383 1.0781 2.527 -0.717 -0.259 0.14
H 1.8877 0.3862 -1.2035 -0.962 1.752 1.544 0.14
H -0.2252 -0.1424 0.2307 0.929 2.201 -0.260 0.15
C -4.8613 -0.1751 0.1141 -0.755 0.471 0.570 -0.19
C 4.8504 -1.3438 -4.0463 0.835 -0.162 -0.324 -0.17
C -3.2629 0.0359 0.5310 -1.190 -0.360 -0.415 -0.19
C 2.9363 -0.3296 0.9491 1.893 -0.440 1.350 -0.22
H -5.5236 -2.3344 2.6922 0.189 -0.196 -1.879 0.08
H -4.9858 -0.8680 -0.8324 0.285 1.267 2.097 0.13
N -1.7813 2.0428 1.4295 -2.573 2.387 3.758 -0.03
C -3.0284 1.6573 0.6550 -0.199 -1.393 -2.375 -0.13
H -3.0789 -0.5344 1.5430 -0.169 1.257 -1.937 0.12
S 3.4149 -2.5788 -2.4159 -0.015 -0.455 -0.361 0.68
H 5.1415 -0.2401 1.7044 -1.106 -0.568 -2.010 0.08
N -0.4376 1.7940 1.1913 0.620 3.283 4.603 -0.04
H -2.9157 2.0637 -0.4524 -0.182 -0.708 2.303 0.15
C 0.0615 0.9807 0.0232 -0.630 -0.538 -1.631 -0.08
H 5.8154 -1.2416 -3.5395 -0.071 -0.015 -0.094 0.14
H -5.5162 -0.1117 2.3768 -0.386 -0.953 -2.047 0.11
C 4.5835 -0.4555 0.6935 -0.373 0.352 -0.072 -0.08
H 1.7800 2.2553 -0.9923 -0.469 -2.056 1.839 0.16
H -4.6887 -2.5057 1.1790 -1.077 0.188 1.001 0.06
H -3.4191 4.2813 3.2623 0.309 -1.587 0.376 0.14
N -0.6754 3.1896 3.3494 -0.994 -4.815 -7.938 0.13
C 1.6221 1.2299 -0.4015 0.728 -0.757 -0.936 -0.16
C -2.0158 2.8397 2.6943 6.329 -0.359 -0.121 -0.24
H -0.5981 1.3068 -0.9167 1.435 -0.623 2.049 0.15
H 4.9086 0.4154 -0.0544 -0.808 -2.036 1.493 0.10
H 2.7704 -0.4897 2.1203 0.074 0.144 -2.642 0.14
H -3.6746 2.5560 3.9169 0.781 1.846 -1.227 0.15
O 3.8189 -1.1461 -3.0808 -0.662 -0.923 0.392 -0.21
O 2.6041 1.0787 0.6823 -2.155 -0.590 -1.474 -0.25
H -2.6442 -0.4668 -0.3362 -0.885 1.242 1.928 0.11
O 4.2653 -3.5305 -3.4316 -0.313 0.752 1.147 -0.18
H 3.8355 -2.8050 -5.2981 0.130 0.043 0.010 0.14
H 5.5603 -3.1725 -5.0193 -0.155 -0.074 0.311 0.14
O 4.0128 -2.6619 -1.1037 -1.220 -0.391 -1.815 -0.26
H 1.4041 2.5247 2.5073 -2.498 -0.330 -0.859 0.15
H -5.3307 0.8751 -0.1822 1.042 -2.140 0.488 0.11
O 2.0073 -2.8066 -2.6564 1.658 0.502 0.764 -0.24
C 0.2468 2.5073 2.3334 -2.610 0.443 0.894 0.06
N -5.5827 -2.2133 1.6419 1.024 1.389 0.650 -0.06
H 4.7768 -0.5968 -4.8412 -0.200 -0.088 0.260 0.14
H -6.9264 -0.5682 1.1799 2.448 -0.066 0.295 0.12
H 2.3187 -1.1110 0.3323 1.120 1.671 1.052 0.12
C -5.7735 -0.7267 1.3970 -0.368 0.499 -0.472 -0.29
N -3.1578 3.2727 3.3231 -0.760 -1.325 -0.640 0.09
H 4.8429 -1.5115 0.2428 -0.354 2.534 1.294 0.06
C 4.6523 -2.7638 -4.5697 -0.216 0.444 -0.679 -0.17
```
Forces are in eV/Å.

## Properties
molar mass = 352.44 g mol⁻¹
HOMO energy = -11.78 eV
LUMO = -3.58 eV
net charge = +1
F_max = 9.34 eV/A